Entry 1:
The following is a quantum chemistry calculation of a molecular structure, C39H68F6N5O23Ti, from the OMol25 dataset.

Calculated values
E_tot in eV: -135495.87815
Total charge: +1
Lowest unoccupied orbital energy (alpha / beta) in eV: -2.1 / -6.0
2S+1: 5

Each line ends with the Löwdin spin population.
Positions of all 142 atoms, in Å:
Ti 2.74 -0.42 -2.59  2.61
C -1.06 -0.57 0.08  0.01
C 0.13 -0.10 -0.77  0.11
C 1.03 0.89 0.01  0.06
O 0.79 -1.18 -1.32  0.81
H -0.76 -1.17 0.94  0.00
H -1.81 -1.21 -0.37  0.00
H -1.77 0.17 0.45  0.00
H -0.40 0.57 -1.45  0.06
H 0.53 1.80 0.35  0.00
H 1.76 1.27 -0.71  0.02
H 1.56 0.46 0.86  0.00
C -4.96 0.13 -2.40  0.00
C -3.41 0.09 -2.63  0.00
O -2.91 1.31 -3.17  0.00
C -2.50 2.32 -2.38  0.00
O -2.59 2.37 -1.16  0.00
C -2.08 3.58 -3.16  0.00
F -2.92 4.56 -2.85  0.00
F -0.85 4.08 -2.80  0.00
F -2.10 3.37 -4.47  0.00
H -5.41 -0.69 -1.84  0.00
H -5.30 0.21 -3.43  0.00
H -5.19 1.11 -1.97  0.00
H -3.11 -0.76 -3.24  0.00
H -2.80 -0.14 -1.76  0.00
C -1.14 1.48 4.27  0.00
C -0.11 1.34 3.10  0.00
O 1.18 1.01 3.62  0.00
C 1.49 -0.14 4.16  0.00
O 0.77 -1.11 4.12  0.00
C 2.90 -0.15 4.73  0.00
F 3.68 -1.01 4.01  0.00
F 3.52 1.03 4.67  0.00
F 2.93 -0.62 5.98  0.00
H -1.44 0.48 4.58  0.00
H -2.01 1.91 3.77  0.00
H -0.98 2.11 5.14  0.00
H -0.15 2.24 2.48  0.00
H -0.42 0.60 2.37  0.00
C 6.87 -1.37 2.89  0.00
O 5.84 -0.66 2.25  0.00
C 5.70 0.63 2.54  0.00
O 6.53 1.36 3.06  0.00
O 4.54 0.99 1.88  0.00
C 4.08 2.34 1.93  0.00
H 7.85 -0.94 2.66  0.00
H 6.83 -2.39 2.51  0.00
H 6.67 -1.48 3.96  0.00
H 4.91 2.97 1.62  0.00
H 3.69 2.62 2.91  0.00
H 3.32 2.48 1.16  0.00
C -3.86 1.85 1.53  0.00
O -3.63 0.73 2.40  0.00
C -4.64 0.15 3.09  0.00
O -5.87 0.14 2.81  0.00
O -4.12 -0.57 4.02  0.00
C -4.92 -1.37 4.89  0.00
H -4.68 2.48 1.88  0.00
H -4.14 1.53 0.53  0.00
H -2.97 2.47 1.42  0.00
H -5.53 -2.10 4.35  0.00
H -5.65 -0.79 5.46  0.00
H -4.20 -1.94 5.48  0.00
C 0.90 2.80 -5.83  0.00
O -0.09 1.75 -5.62  0.01
C 0.15 0.73 -4.75  0.02
O 1.21 0.56 -4.10  0.04
O -0.77 -0.19 -4.96  0.01
C -0.57 -1.52 -4.60  0.01
H 0.56 3.63 -6.45  0.00
H 1.75 2.35 -6.33  0.00
H 1.29 3.33 -4.97  0.00
H -0.09 -1.55 -3.62  0.01
H 0.08 -2.04 -5.30  0.00
H -1.54 -2.01 -4.61  0.00
C -5.26 -2.74 0.53  0.00
O -4.67 -4.00 0.40  0.00
C -4.38 -4.74 1.46  0.00
O -4.68 -4.39 2.59  0.00
O -3.75 -5.85 1.06  0.00
C -3.31 -6.79 2.01  0.00
H -5.75 -2.51 -0.42  0.00
H -4.54 -1.94 0.61  0.00
H -5.88 -2.53 1.40  0.00
H -4.16 -7.16 2.57  0.00
H -2.45 -6.43 2.57  0.00
H -2.86 -7.56 1.39  0.00
C 4.91 -2.88 -6.73  0.00
O 4.28 -3.73 -5.82  0.00
C 3.62 -3.25 -4.84  0.01
O 3.48 -2.02 -4.61  0.03
O 3.07 -4.34 -4.14  0.00
C 1.99 -4.06 -3.27  0.01
H 4.25 -2.16 -7.22  0.00
H 5.31 -3.51 -7.52  0.00
H 5.83 -2.45 -6.33  0.00
H 2.31 -3.35 -2.51  0.01
H 1.73 -5.01 -2.80  0.00
H 1.10 -3.70 -3.80  0.00
C -1.20 7.93 2.96  0.00
O -1.34 6.72 2.26  0.00
C -2.19 5.78 2.72  0.00
O -2.76 5.72 3.81  0.00
O -2.46 4.87 1.66  0.00
C -1.47 4.66 0.59  0.00
H -0.17 8.17 2.71  0.00
H -1.23 7.72 4.03  0.00
H -1.91 8.68 2.61  0.00
H -2.02 4.65 -0.35  0.00
H -0.96 3.70 0.69  0.00
H -0.73 5.44 0.43  0.00
C 1.99 4.54 -1.67  0.00
C 3.27 4.60 -1.06  0.00
N 4.34 4.65 -0.56  0.00
H 1.87 5.15 -2.57  0.00
H 1.37 5.00 -0.90  0.00
H 1.73 3.50 -1.84  0.00
C -1.48 -3.95 -1.34  0.00
C -2.63 -3.60 -2.19  0.00
N -3.52 -3.34 -2.86  0.00
H -1.22 -4.98 -1.57  0.00
H -1.77 -3.86 -0.29  0.00
H -0.71 -3.22 -1.61  0.00
C 2.68 -2.45 1.07  0.01
C 3.48 -1.99 -0.09  0.03
N 4.19 -1.67 -0.93  0.05
H 3.22 -3.31 1.46  0.00
H 1.69 -2.71 0.71  0.00
H 2.67 -1.67 1.83  0.00
C 6.21 0.96 -0.83  0.00
C 5.01 1.36 -1.59  0.02
N 4.07 1.62 -2.23  0.04
H 6.49 1.73 -0.11  0.00
H 7.02 0.68 -1.50  0.00
H 6.09 0.06 -0.22  0.00
C -1.56 -3.71 2.71  0.00
C -1.86 -3.78 4.13  0.00
N -2.10 -3.86 5.25  0.00
H -2.37 -3.20 2.18  0.00
H -1.46 -4.68 2.24  0.00
H -0.78 -3.03 2.37  0.00

=====

Entry 2:
The following is a quantum chemistry calculation of 8 unconnected molecules or ions with the total composition C39H72BClF3N2O13S3, from the OMol25 dataset.

Calculated values
E_tot in eV: -125045.60389
Total charge: +1
Lowest unoccupied orbital energy in eV: -5.2
Energy relative to the best compared isomer or geometry (same formula, charge and spin) in eV: 11.750

Each line ends with the Mulliken charge.
Positions of all 134 atoms, in Å:
C -5.19 -1.29 1.05  -0.83
C -4.47 -2.34 0.01  -0.25
C -2.90 -1.92 -0.27  -0.14
C -1.87 -3.18 0.00  -0.04
O -1.15 -3.03 1.27  -0.34
C 0.10 -3.81 1.30  0.00
O 0.29 -4.95 0.40  -0.06
B -0.19 -6.22 0.98  0.46
O -1.66 -6.54 1.08  -0.58
O 0.75 -7.30 1.45  -0.51
S 0.03 -4.50 3.08  -0.19
C 1.69 -3.74 3.52  0.41
Cl 2.28 -4.08 5.24  0.01
N 2.22 -3.03 2.47  0.63
C 3.57 -2.40 2.88  -0.74
C 3.38 -1.09 3.88  -0.39
C 1.52 -2.95 1.10  0.21
N 2.35 -3.96 0.31  -0.58
C 3.37 -3.34 -0.37  0.26
S 4.63 -2.52 -1.21  0.05
S 1.35 -1.19 0.42  1.16
O 0.26 -0.34 1.18  -0.54
O 2.68 -0.35 0.57  -0.49
C 0.90 -1.11 -1.40  0.55
F -0.43 -0.45 -1.63  -0.18
F 1.91 -0.25 -2.13  -0.19
F 0.89 -2.41 -2.11  -0.09
H -4.51 -0.38 1.36  0.14
H -5.40 -1.89 2.05  0.29
H -6.21 -0.98 0.58  0.25
H -4.52 -3.41 0.50  0.19
H -5.03 -2.33 -1.03  0.33
H -2.61 -1.02 0.41  0.02
H -2.76 -1.57 -1.39  0.20
H -1.21 -3.30 -0.95  -0.09
H -2.52 -4.18 0.08  0.28
H -1.72 -7.52 0.86  0.34
H 0.69 -7.36 2.45  0.32
H 4.29 -3.22 3.37  0.53
H 4.17 -1.99 1.94  0.05
H 4.38 -0.45 3.99  0.36
H 3.04 -1.36 4.96  0.07
H 2.50 -0.46 3.39  0.18
C -0.21 -2.78 -4.97  -0.09
C -0.23 -2.63 -6.47  -0.71
C -0.58 -4.03 -6.92  -0.16
O -1.39 -4.61 -5.89  -0.46
C -1.33 -3.77 -4.73  -0.23
H -0.35 -1.84 -4.43  0.18
H 0.75 -3.21 -4.66  0.12
H -1.03 -1.93 -6.76  0.29
H 0.71 -2.26 -6.89  0.35
H 0.31 -4.65 -7.03  -0.01
H -1.13 -4.04 -7.87  0.33
H -2.29 -3.26 -4.63  0.29
H -1.16 -4.38 -3.84  0.11
C -3.66 3.98 -0.01  -0.03
C -3.95 4.46 1.39  -0.03
C -4.84 3.37 1.92  -0.59
O -4.45 2.15 1.27  -0.37
C -3.57 2.48 0.18  -0.29
H -2.75 4.41 -0.44  0.31
H -4.50 4.23 -0.67  -0.17
H -3.02 4.50 1.97  0.12
H -4.41 5.45 1.43  0.14
H -5.89 3.56 1.67  0.20
H -4.76 3.25 3.01  0.30
H -2.56 2.18 0.47  0.15
H -3.87 1.93 -0.71  0.27
C -0.65 8.39 1.52  -0.59
C -1.78 9.33 1.21  -0.61
C -2.83 8.38 0.66  -0.39
O -2.64 7.12 1.32  -0.25
C -1.38 7.16 2.01  -0.45
H 0.06 8.78 2.26  0.34
H -0.09 8.16 0.60  0.27
H -2.14 9.80 2.13  0.27
H -1.51 10.12 0.50  0.35
H -2.71 8.23 -0.41  0.26
H -3.85 8.74 0.85  0.24
H -1.59 7.22 3.08  0.26
H -0.83 6.23 1.81  0.26
C 2.28 1.35 8.79  -0.51
C 3.62 0.73 9.10  -0.56
C 4.00 0.11 7.78  -0.37
O 3.41 0.92 6.75  -0.36
C 2.48 1.83 7.37  -0.41
H 2.01 2.16 9.48  0.33
H 1.50 0.59 8.83  0.25
H 4.34 1.52 9.37  0.26
H 3.59 0.01 9.92  0.32
H 3.59 -0.90 7.68  0.20
H 5.08 0.06 7.63  0.33
H 2.92 2.83 7.34  0.26
H 1.54 1.84 6.80  0.27
C 7.84 1.42 -0.98  -0.56
C 9.29 1.04 -0.85  -0.53
C 9.23 -0.07 0.18  -0.44
O 7.97 -0.72 0.02  -0.36
C 7.15 0.08 -0.84  -0.15
H 7.60 1.93 -1.92  0.34
H 7.55 2.08 -0.15  0.27
H 9.66 0.65 -1.80  0.26
H 9.94 1.87 -0.54  0.34
H 9.28 0.33 1.20  0.27
H 10.04 -0.80 0.05  0.27
H 7.07 -0.43 -1.81  0.16
H 6.14 0.17 -0.42  0.12
C -7.41 5.97 -1.96  -0.42
C -7.62 6.05 -0.47  -0.37
C -6.77 7.24 -0.08  0.31
O -6.77 8.13 -1.21  -0.44
C -7.33 7.43 -2.34  -0.50
H -8.20 5.44 -2.49  0.38
H -6.45 5.48 -2.17  0.12
H -8.68 6.25 -0.25  0.32
H -7.34 5.13 0.06  0.13
H -5.74 6.94 0.11  -0.41
H -7.16 7.76 0.80  0.30
H -8.32 7.85 -2.53  0.27
H -6.70 7.60 -3.22  0.29
C 3.16 -8.01 -6.44  -0.54
C 2.02 -8.08 -5.45  -0.53
C 1.22 -6.85 -5.80  -0.15
O 1.41 -6.61 -7.20  -0.43
C 2.48 -7.45 -7.67  -0.49
H 3.64 -8.97 -6.62  0.35
H 3.92 -7.30 -6.08  0.24
H 1.42 -8.98 -5.64  0.28
H 2.35 -8.10 -4.41  0.33
H 1.59 -5.97 -5.26  0.06
H 0.15 -6.97 -5.59  0.29
H 2.04 -8.25 -8.27  0.27
H 3.15 -6.87 -8.29  0.27

=====

Entry 3:
The following is a quantum chemistry calculation of 9 unconnected molecules or ions with the total composition C39H72N9O2, from the OMol25 dataset.

Calculated values
E_tot in eV: -59104.86520
Total charge: +1
Lowest unoccupied orbital energy in eV: -3.2

Each line ends with the Mulliken charge.
Positions of all 122 atoms, in Å:
C 4.30 -0.14 -0.94  -0.70
C 3.29 0.81 -1.86  -0.21
C 1.81 0.04 -1.83  -0.19
O 0.91 0.53 -2.89  -0.36
C -0.37 1.00 -2.35  0.14
C -1.35 -0.19 -1.77  -0.78
N -1.15 -0.51 -0.30  -0.05
C -1.11 0.78 0.49  -0.44
C -1.26 2.14 -0.43  -0.49
O -0.16 2.12 -1.41  -0.30
H 5.21 -0.52 -1.59  0.30
H 4.62 0.53 -0.03  0.01
H 3.69 -1.04 -0.48  0.28
H 3.64 0.87 -3.00  0.19
H 3.24 1.90 -1.41  0.21
H 1.41 0.15 -0.74  -0.03
H 2.07 -1.11 -2.00  0.28
H -0.96 1.47 -3.28  0.25
H -2.51 0.07 -1.90  0.43
H -1.21 -1.21 -2.37  0.31
H -1.95 -1.14 0.01  0.34
H -0.28 -1.10 -0.20  0.48
H -1.93 0.78 1.35  0.39
H -0.02 0.84 0.97  0.25
H -2.32 2.29 -0.92  0.27
H -1.07 3.06 0.30  0.35
C -4.65 -2.59 2.58  -1.15
C -3.27 -3.24 2.62  -0.30
C -2.40 -2.71 3.76  -0.40
C -2.06 -1.29 3.60  0.30
N -1.80 -0.16 3.47  -0.49
H -4.59 -1.52 2.38  0.31
H -5.25 -3.04 1.78  0.34
H -5.19 -2.74 3.52  0.35
H -2.77 -3.08 1.66  0.14
H -3.39 -4.32 2.75  0.33
H -1.47 -3.29 3.80  0.28
H -2.90 -2.86 4.72  0.31
C -5.25 0.30 -6.02  -1.34
C -4.14 -0.22 -5.11  -0.17
C -4.53 -1.46 -4.32  -0.37
C -5.61 -1.19 -3.35  0.24
N -6.46 -0.98 -2.59  -0.45
H -6.12 0.62 -5.44  0.36
H -4.89 1.16 -6.59  0.36
H -5.56 -0.48 -6.72  0.34
H -3.83 0.58 -4.43  0.14
H -3.27 -0.46 -5.73  0.38
H -3.66 -1.83 -3.77  0.18
H -4.84 -2.26 -5.00  0.38
C -9.56 -1.72 -2.54  -1.23
C -10.83 -2.55 -2.57  -0.19
C -11.72 -2.25 -3.78  -0.44
C -12.25 -0.89 -3.76  0.23
N -12.67 0.20 -3.74  -0.44
H -9.78 -0.65 -2.44  0.31
H -8.94 -2.01 -1.68  0.37
H -8.96 -1.88 -3.44  0.26
H -11.39 -2.39 -1.64  0.17
H -10.56 -3.61 -2.59  0.35
H -12.55 -2.96 -3.79  0.26
H -11.15 -2.42 -4.70  0.31
C 3.73 4.27 -4.07  -0.83
C 5.12 4.88 -3.90  -0.43
C 6.17 4.22 -4.80  -0.44
C 6.41 2.82 -4.44  0.31
N 6.60 1.71 -4.17  -0.46
H 3.71 3.22 -3.77  0.04
H 3.01 4.81 -3.44  0.31
H 3.39 4.34 -5.10  0.36
H 5.42 4.81 -2.85  0.29
H 5.06 5.94 -4.14  0.31
H 7.11 4.78 -4.70  0.28
H 5.86 4.30 -5.85  0.28
C -14.65 -4.88 -0.63  -1.05
C -14.22 -5.41 0.73  -0.41
C -13.30 -4.45 1.49  -0.43
C -12.01 -4.28 0.82  0.30
N -10.98 -4.14 0.29  -0.46
H -13.78 -4.77 -1.30  0.24
H -15.34 -5.59 -1.11  0.34
H -15.15 -3.92 -0.55  0.32
H -13.74 -6.38 0.61  0.30
H -15.13 -5.57 1.34  0.31
H -13.13 -4.84 2.50  0.29
H -13.79 -3.47 1.61  0.28
C 8.02 -0.42 3.34  -1.13
C 8.59 -0.24 1.94  -0.52
C 8.55 1.21 1.46  -0.05
C 7.18 1.71 1.30  0.12
N 6.10 2.11 1.18  -0.55
H 6.96 -0.16 3.39  0.30
H 8.12 -1.47 3.65  0.38
H 8.57 0.19 4.07  0.28
H 8.04 -0.88 1.24  0.31
H 9.63 -0.58 1.94  0.34
H 9.07 1.28 0.50  0.35
H 9.10 1.85 2.16  0.18
C 5.14 2.65 4.30  -0.84
C 4.39 2.24 5.56  -0.45
C 5.16 2.53 6.84  -0.48
C 6.39 1.72 6.95  0.28
N 7.36 1.09 7.03  -0.43
H 6.07 2.08 4.18  0.08
H 4.52 2.46 3.41  0.30
H 5.39 3.71 4.32  0.31
H 4.14 1.17 5.50  0.30
H 3.44 2.79 5.59  0.32
H 4.52 2.31 7.70  0.29
H 5.41 3.59 6.90  0.29
C 12.95 2.76 4.34  -1.15
C 13.72 2.09 3.20  -0.43
C 12.82 1.47 2.14  -0.32
C 12.03 0.35 2.66  0.29
N 11.40 -0.53 3.07  -0.54
H 12.35 2.03 4.89  0.35
H 13.64 3.22 5.04  0.33
H 12.28 3.53 3.95  0.30
H 14.39 1.33 3.62  0.30
H 14.36 2.85 2.73  0.31
H 13.45 1.11 1.31  0.32
H 12.15 2.24 1.72  0.25

=====

The records above yield max |F| values of 6.0 11.0 3.5 eV/Å, respectively.